# 1
7
Properties=species:S:1:pos:R:3:forces:R:3 method="wB97M-V/def2-TZVPD" charge=0 smiles="[H]/N=[SiH]/N" homo_lumo_gap_ev=9.918
H 2.529 -0.082 0.172 2.68 -1.64 0.19
N 1.753 0.464 0.062 -4.31 0.53 -0.36
Si 0.328 -0.329 -0.080 1.15 3.55 0.80
N -1.214 0.400 0.074 5.66 -0.96 0.33
H -0.176 -1.576 -0.327 -0.14 -2.74 -0.56
H -1.886 -0.184 -0.187 -3.91 -2.19 -1.10
H -1.335 1.308 0.286 -1.14 3.46 0.70

# 2
11
Properties=species:S:1:pos:R:3:forces:R:3 method="wB97M-V/def2-TZVPD" charge=+1 homo_lumo_gap_ev=9.228
C -0.147 -2.736 0.230 2.07 0.21 1.37
C 0.236 -0.301 0.699 -1.30 -2.64 -1.86
C -0.228 2.760 -0.944 0.96 -0.15 1.32
N -0.039 -1.528 0.485 -0.33 2.58 0.04
O 0.629 1.876 -0.868 -1.36 2.22 -1.15
Cl 1.325 -3.561 0.263 0.21 -0.85 -0.54
H -1.036 -3.284 0.337 -1.34 -0.52 -0.52
H 0.279 -0.062 1.729 0.34 0.73 0.93
H 0.260 0.383 -0.199 0.33 -0.04 1.05
H -0.092 3.820 -1.334 0.37 -1.34 -0.13
H -1.188 2.633 -0.399 0.03 -0.18 -0.50

The relative energy (zero: lowest compared OMol25 entry of this formula, charge and spin) results, record by record, are as follows: 0.122 1.149 eV.
The LUMO level results, record by record, are as follows: 0.7288 -5.2207 eV.